Entry 1:
{"formula": "C15H19F8NO6", "method": "wB97M-V/def2-TZVPD", "symbols": ["C", "O", "C", "C", "C", "C", "C", "C", "N", "C", "O", "C", "O", "C", "O", "O", "H", "H", "H", "H", "H", "H", "H", "H", "H", "H", "H", "H", "H", "H", "H", "C", "C", "C", "F", "F", "F", "F", "O", "C", "C", "F", "F", "F", "F", "H", "H", "H", "H"], "xyz": [[1.911, -1.890, -2.388], [2.573, -1.913, -1.123], [1.981, -2.904, -0.228], [1.878, -2.251, 1.196], [0.414, -1.832, 1.640], [-0.461, -1.159, 0.511], [-1.885, -1.861, 0.298], [-1.912, -2.913, -0.849], [-1.341, -4.281, -0.626], [-1.233, -4.588, 0.557], [-1.293, -4.863, 1.673], [-3.367, -3.208, -1.387], [-2.999, -3.835, -2.621], [-2.016, -2.994, -3.181], [-1.833, -2.747, -4.307], [-1.271, -2.524, -2.084], [1.522, -2.881, -2.730], [1.043, -1.171, -2.431], [2.663, -1.514, -3.139], [2.613, -3.828, -0.262], [0.975, -3.136, -0.659], [2.217, -3.012, 1.957], [2.613, -1.405, 1.257], [0.561, -1.064, 2.454], [-0.123, -2.680, 2.149], [0.065, -1.007, -0.462], [-0.718, -0.125, 0.877], [-2.328, -2.221, 1.262], [-2.558, -1.020, -0.041], [-3.845, -3.932, -0.682], [-3.873, -2.229, -1.573], [0.885, 4.753, 2.173], [0.742, 3.222, 2.083], [1.680, 2.517, 1.105], [1.485, 2.914, -0.167], [1.455, 1.179, 1.131], [-0.550, 2.913, 1.821], [1.003, 2.727, 3.328], [-0.049, 5.531, 1.429], [0.244, 5.796, 0.088], [-0.795, 5.195, -0.861], [-0.860, 3.853, -0.731], [-0.467, 5.455, -2.148], [1.498, 5.402, -0.199], [0.233, 7.142, -0.040], [0.675, 5.013, 3.213], [1.913, 5.084, 2.008], [2.728, 2.686, 1.369], [-1.788, 5.606, -0.661]], "forces_ev_per_a": [[0.300, 0.711, -1.082], [-0.949, -0.867, -0.085], [-0.093, 0.980, -0.192], [-0.130, -1.166, 0.429], [0.721, 0.723, 0.068], [-0.960, 0.176, 0.968], [0.940, 1.289, -1.087], [-1.194, -0.848, -0.986], [0.500, 0.536, 1.715], [-1.030, 0.543, -1.352], [0.577, -0.666, 1.026], [1.737, -0.077, 0.798], [-0.357, 1.332, -1.252], [-0.487, -1.005, 3.328], [0.265, -0.032, -0.551], [-0.686, 0.911, -0.475], [0.476, 0.612, 0.398], [0.723, -0.639, 0.321], [-0.718, -0.464, 0.684], [-0.469, 0.698, 0.197], [0.725, -0.089, 0.661], [-0.186, 0.749, -0.699], [-0.860, -0.662, -0.221], [-0.231, -0.780, -0.728], [0.556, 0.680, -0.768], [-0.396, -0.378, 0.810], [0.317, -0.969, -0.459], [0.527, -0.091, -0.917], [0.477, -0.987, 0.182], [-0.052, 0.746, -0.992], [-0.081, -0.958, 0.263], [0.036, 0.568, 0.629], [-0.725, 0.424, 0.023], [0.422, -0.635, -0.249], [-0.063, -0.014, 0.174], [-0.087, 0.101, 0.268], [0.166, -0.114, -0.153], [0.374, -0.011, -0.163], [0.213, -0.660, -0.943], [0.676, 0.383, 1.292], [-0.553, -0.249, -0.440], [0.068, 0.170, 0.155], [0.185, 0.205, 0.197], [-0.217, 0.106, -0.408], [-0.300, -0.133, -0.288], [-0.165, -0.161, -0.087], [-0.052, -0.219, -0.231], [-0.054, 0.103, 0.105], [0.110, 0.126, 0.118]], "lowdin_charge": [-0.131, -0.215, -0.198, -0.153, -0.182, -0.153, -0.076, -0.398, 0.203, -0.313, 0.201, -0.067, 0.019, -0.476, 0.213, 0.044, 0.093, 0.082, 0.095, 0.126, 0.086, 0.109, 0.111, 0.105, 0.093, 0.100, 0.101, 0.135, 0.127, 0.155, 0.148, -0.045, -0.436, -0.290, 0.097, 0.088, 0.126, 0.105, 0.040, -0.520, -0.279, 0.095, 0.101, 0.139, 0.146, 0.149, 0.146, 0.176, 0.176], "smiles": "COCCCCC[C@@]1(N=C=O)COC(=O)O1.FC(F)C(F)(F)COC(F)(F)C(F)F", "total_charge": 0, "orbital_gap_ev": 9.905, "lumo_energy_ha": 0.0175, "e_homo_ev": -9.429}

Entry 2:
{"formula": "C19H22ClCrN2O2Yb", "method": "wB97M-V/def2-TZVPD", "symbols": ["Cr", "Cl", "C", "C", "H", "H", "H", "H", "H", "H", "Yb", "C", "C", "H", "H", "H", "H", "H", "O", "C", "N", "C", "C", "O", "N", "C", "C", "C", "C", "C", "C", "C", "C", "C", "C", "C", "C", "H", "H", "H", "H", "H", "H", "H", "H", "H", "H", "H"], "xyz": [[-2.342, 4.216, 2.505], [-0.307, 4.470, 3.265], [-3.305, 3.224, 4.001], [-3.173, 6.020, 2.976], [-4.384, 3.460, 4.069], [-3.186, 2.130, 3.877], [-2.820, 3.506, 4.955], [-4.274, 5.983, 2.962], [-2.831, 6.790, 2.264], [-2.825, 6.304, 3.983], [-2.043, 1.733, -0.571], [-0.384, 2.915, -1.675], [-3.144, 3.785, 0.569], [-0.748, 3.433, -2.574], [0.095, 3.650, -1.011], [0.380, 2.187, -1.981], [-2.845, 4.415, -0.310], [-4.264, 3.721, 0.552], [-2.434, -0.405, -1.287], [-1.289, -0.748, -0.849], [-0.624, -1.919, -1.058], [0.754, -1.814, -0.674], [0.737, -0.448, 0.053], [1.690, 0.064, 0.633], [-0.508, 0.115, -0.117], [1.138, -3.013, 0.194], [1.236, -2.903, 1.581], [1.531, -4.035, 2.351], [1.708, -5.278, 1.740], [1.598, -5.390, 0.348], [1.317, -4.260, -0.426], [1.656, -1.679, -1.903], [3.028, -1.926, -1.774], [3.867, -1.806, -2.882], [3.341, -1.408, -4.116], [1.978, -1.114, -4.232], [1.134, -1.238, -3.122], [-1.048, -2.697, -1.554], [1.096, -1.932, 2.062], [1.617, -3.924, 3.431], [1.928, -6.159, 2.347], [1.723, -6.354, -0.143], [1.250, -4.347, -1.515], [3.422, -2.207, -0.794], [4.929, -2.023, -2.767], [3.999, -1.314, -4.982], [1.554, -0.786, -5.181], [0.071, -0.994, -3.219]], "forces_ev_per_a": [[-1.536, 0.368, -1.058], [1.560, 0.060, 0.565], [-0.163, -0.356, 0.192], [-0.023, 0.193, 0.035], [0.366, -0.121, -0.080], [-0.107, 0.198, 0.099], [-0.187, -0.098, -0.284], [0.293, 0.017, -0.023], [-0.096, -0.128, 0.126], [-0.138, -0.034, -0.225], [-0.399, 2.946, 1.133], [-0.236, -0.347, -0.338], [-0.138, -1.860, -0.601], [0.208, 0.069, 0.071], [-0.182, -0.146, -0.102], [0.123, 0.189, -0.121], [-0.033, -0.093, 0.441], [0.614, 0.090, 0.063], [0.733, -0.591, 0.359], [0.986, -0.237, 0.251], [-1.834, 0.196, -0.522], [0.536, -0.566, 0.016], [1.049, 1.286, 0.986], [-1.400, -1.128, -0.962], [-0.506, -0.601, -0.229], [0.028, -0.040, 0.087], [0.082, -0.225, -0.024], [-0.067, 0.070, -0.252], [-0.040, 0.171, -0.103], [-0.121, 0.293, 0.019], [0.059, -0.050, 0.388], [0.216, 0.202, -0.052], [-0.096, 0.064, -0.223], [-0.296, 0.066, 0.126], [-0.169, 0.013, 0.094], [0.083, -0.070, 0.266], [0.308, -0.127, -0.168], [0.324, 0.336, 0.113], [0.102, -0.345, -0.147], [-0.016, -0.114, -0.238], [-0.050, 0.268, -0.201], [0.007, 0.201, 0.162], [0.040, 0.047, 0.384], [-0.068, 0.047, -0.383], [-0.252, 0.101, -0.112], [-0.215, -0.026, 0.238], [0.202, -0.064, 0.209], [0.450, -0.124, 0.026]], "lowdin_charge": [0.134, -0.095, -0.300, -0.293, -0.020, -0.033, -0.025, -0.019, -0.023, -0.024, 1.636, -0.344, -0.478, -0.056, -0.030, -0.063, -0.123, -0.127, -0.131, -0.574, 0.153, -0.288, -0.403, 0.095, 0.031, -0.152, -0.005, -0.071, -0.094, -0.083, -0.038, -0.150, -0.020, -0.072, -0.092, -0.076, -0.017, 0.172, 0.121, 0.105, 0.100, 0.099, 0.122, 0.129, 0.103, 0.099, 0.102, 0.117], "total_charge": -1, "orbital_gap_ev": [5.349, 5.778], "spin_multiplicity": 5, "lumo_energy_ha": [0.0747, 0.0748], "e_homo_ev": [-3.315, -3.742]}

Entry 3:
{"formula": "C15H17NPdS2", "method": "wB97M-V/def2-TZVPD", "symbols": ["C", "C", "C", "H", "C", "H", "H", "H", "C", "H", "H", "C", "H", "H", "C", "H", "H", "C", "H", "H", "Pd", "H", "S", "C", "N", "C", "C", "C", "C", "C", "C", "S", "H", "H", "H", "H"], "xyz": [[0.352, 0.194, -3.254], [-2.440, 0.934, -1.553], [-0.881, -0.540, -2.742], [1.084, -0.003, -2.452], [-2.748, -0.452, -1.112], [-3.194, 1.619, -1.111], [-1.671, -0.390, -3.494], [-3.532, -0.395, -0.335], [-1.110, -1.965, -2.412], [-0.282, -2.448, -1.873], [-1.313, -2.551, -3.356], [-0.243, 1.644, -2.982], [-0.008, 2.288, -3.849], [0.222, 2.074, -2.061], [-1.816, 1.679, -2.774], [-2.295, 1.339, -3.707], [-2.107, 2.748, -2.676], [-2.433, -1.885, -1.558], [-3.290, -2.306, -2.103], [-2.254, -2.457, -0.636], [-1.667, 0.415, 0.090], [0.846, 0.082, -4.220], [-0.216, 2.452, 0.724], [0.767, 1.575, 1.768], [0.668, 0.291, 2.085], [1.588, -0.130, 3.016], [1.691, -1.407, 3.605], [2.630, -1.627, 4.609], [3.513, -0.608, 5.015], [3.451, 0.658, 4.423], [2.490, 0.896, 3.449], [2.125, 2.387, 2.629], [1.011, -2.184, 3.258], [2.691, -2.601, 5.094], [4.249, -0.799, 5.796], [4.120, 1.471, 4.698]], "forces_ev_per_a": [[-1.176, 0.835, 3.592], [-2.946, 0.572, -2.109], [1.222, -2.273, -4.918], [0.381, 0.251, -0.610], [-1.860, -0.642, -3.031], [0.076, -0.278, -0.528], [0.022, 0.461, 0.619], [-0.627, -0.394, -0.254], [-0.253, -0.369, 0.465], [-0.329, 0.057, 0.009], [0.327, 0.482, 0.885], [0.190, 0.429, -0.035], [-0.149, 0.004, 0.513], [-0.312, -0.280, -0.838], [0.692, 0.385, 0.087], [-0.041, 0.103, 0.446], [0.253, -0.566, 0.140], [0.731, 0.244, 0.017], [0.171, 0.049, 0.219], [-0.480, -0.050, -0.206], [5.464, 2.159, 6.218], [-0.649, -0.410, -0.189], [-1.008, -0.236, -0.906], [1.554, -1.692, 1.650], [-0.783, 0.868, -0.800], [0.969, 0.714, 0.732], [-0.155, 0.449, -0.284], [0.127, 0.264, -0.087], [-0.134, 0.242, -0.254], [-0.049, -0.258, 0.067], [-0.598, -0.704, -0.228], [-0.547, -0.480, -0.332], [0.180, 0.101, 0.206], [-0.030, 0.218, -0.182], [-0.218, 0.019, -0.230], [-0.017, -0.271, 0.156]], "lowdin_charge": [-0.144, -0.327, -0.207, 0.105, -0.361, 0.089, 0.106, 0.096, -0.187, 0.108, 0.129, -0.186, 0.103, 0.062, -0.207, 0.111, 0.112, -0.171, 0.114, 0.103, 0.847, 0.106, 0.552, -1.147, -0.034, -0.325, -0.033, -0.101, -0.098, -0.107, -0.494, 0.979, 0.105, 0.098, 0.099, 0.104], "total_charge": 0, "orbital_gap_ev": [7.709, 5.299], "spin_multiplicity": 3, "lumo_energy_ha": [0.0057, -0.0812], "e_homo_ev": [-7.555, -7.509]}